Computed, not measured: a structure of composition C5H10Cl10F24P4V in a non-equilibrium geometry, with ωB97M-V with the def2-TZVPD basis set.

Geometry as XYZ:
```
54
Properties=species:S:1:pos:R:3:forces:R:3
V 0.23515 0.11962 0.45034 0.360 -0.584 -0.558
P 2.30517 -0.00132 -4.81228 -1.560 -1.414 -0.085
F 2.23195 0.86196 -3.40497 -0.086 -0.350 -1.053
F 3.49551 0.99424 -5.32530 -0.574 -0.453 0.114
F 3.35978 -1.04367 -4.13694 -0.290 0.751 -0.933
F 2.27662 -0.77277 -6.27901 1.732 -0.852 0.527
F 1.05959 -0.95775 -4.32546 0.909 -0.539 0.829
F 1.11360 0.79884 -5.51887 -0.107 3.005 0.274
P -0.03498 1.77037 2.65850 0.278 2.900 3.792
F -0.01444 2.24772 1.09251 -0.219 -0.244 0.301
F 1.21524 0.74173 2.34146 1.209 1.222 -0.201
F 0.87366 3.10740 3.06052 -0.624 -2.215 -0.739
F -0.01300 1.19813 4.15448 0.331 0.395 0.087
F -1.38648 2.61409 3.05626 0.945 -0.637 -1.245
F -0.89474 0.48401 2.23041 -1.568 -0.722 -0.710
P -2.55535 -0.69083 -0.52541 -3.222 -0.041 -3.659
F -1.61886 -0.50592 -1.83811 0.129 -0.278 -0.017
F -3.08098 -2.11939 -1.13340 0.348 0.804 1.393
F -1.32368 -1.36212 0.18677 1.029 -1.803 1.460
F -3.46354 -0.72893 0.83036 0.753 -0.679 -0.574
F -1.95250 0.72898 -0.05373 0.455 1.187 0.797
F -3.74390 0.05891 -1.28718 -0.244 0.122 0.149
P 2.35274 -1.71265 -0.37108 2.045 -2.316 -2.908
F 3.51949 -1.32916 -1.48760 -1.798 -0.227 2.225
F 2.60786 -0.43462 0.58787 1.398 1.146 -0.687
F 1.22588 -0.88479 -1.19038 -0.372 1.657 -0.241
F 1.18306 -1.94908 0.74610 -1.683 -1.219 0.716
F 1.84045 -3.00454 -1.25642 0.680 0.714 1.179
F 3.35894 -2.62847 0.46324 -0.135 0.319 -0.044
C -0.46869 -4.99057 0.92700 -0.934 -0.086 -0.046
Cl -0.18687 -6.55206 1.67803 -0.012 -1.000 0.314
Cl -2.14229 -4.93217 0.13327 1.715 0.067 0.656
H -0.44416 -4.32862 1.79264 -0.114 0.500 -0.788
H 0.35431 -4.89268 0.21906 -0.577 0.619 -0.146
C -1.00375 4.10088 -2.86874 0.258 0.055 0.533
Cl 0.49651 4.77863 -3.54360 -0.127 0.046 -0.232
Cl -0.71995 2.61930 -1.89666 -0.359 0.674 -1.028
H -1.40457 4.82904 -2.16359 0.033 -0.069 -0.254
H -1.65143 3.96887 -3.73545 -0.021 -0.530 0.438
C 0.18795 -3.99646 5.12207 -0.006 0.817 0.958
Cl 0.51800 -2.69214 3.96821 -0.166 -0.387 0.344
Cl -0.49533 -3.33998 6.73580 0.311 -0.507 -1.275
H -0.53275 -4.69274 4.69326 0.168 0.158 0.246
H 1.13575 -4.43682 5.43167 -0.311 -0.089 -0.316
C -4.10639 2.06673 2.20189 0.730 -0.081 0.108
Cl -5.70661 1.50268 2.68179 -0.151 -0.207 0.278
Cl -4.11128 2.65200 0.57828 -0.322 0.930 -1.122
H -3.78989 2.87665 2.85913 -0.108 -0.382 -0.006
H -3.37956 1.25752 2.13135 -0.407 -0.093 0.769
C 2.68500 3.74879 -1.26941 1.590 0.767 -0.634
Cl 2.57381 2.13373 -0.71849 -0.279 -1.106 0.731
Cl 1.70145 4.96175 -0.43061 -0.110 -0.227 -0.089
H 3.72325 4.02386 -1.08375 -0.156 0.205 0.129
H 2.59503 3.73408 -2.35560 -0.759 0.278 0.241
```
Forces are in eV/Å.

Results
HOMO-LUMO gap (alpha / beta) = 8.91 / 9.62 eV
Charge = -2
ΔE to the lowest compared entry with this formula, charge and spin = 0.0 kcal/mol
Spin multiplicity = 4
Highest occupied orbital energy (alpha / beta) = -5.4 / -6.1 eV
<S²> = 3.752

These are the Mulliken partial charges, in e, on atoms 1 to 6: 1.288 1.277 -0.287 -0.408 -0.374 -0.412

Computed, not measured: a cluster of 3 separate species, C5H10Cl4O3 in total in a non-equilibrium geometry, with ωB97M-V with the def2-TZVPD basis set.

Geometry as XYZ:
```
22
Properties=species:S:1:pos:R:3:forces:R:3
C -4.16186 0.29182 -2.75913 1.902 0.721 1.942
O -4.09158 0.30467 -1.28594 -1.623 0.032 -0.481
C -2.96177 0.04324 -0.67643 0.870 0.002 -1.785
O -1.91593 -0.01571 -1.28571 0.582 -0.174 0.280
O -3.14581 -0.15243 0.60157 -0.495 -0.105 1.270
C -1.95561 -0.42679 1.38311 -0.819 1.074 -0.315
H -3.51037 1.05074 -3.17117 -0.177 0.551 0.060
H -5.17786 0.42955 -2.94705 -1.447 0.276 -0.498
H -3.77181 -0.60512 -3.14824 0.171 -1.436 -0.221
H -1.70308 0.47782 1.94387 0.535 0.069 -0.719
H -1.28144 -0.83693 0.67235 1.297 0.090 -0.036
H -2.16400 -1.12177 2.15042 -0.768 -1.094 0.479
Cl 6.78976 -1.20961 5.04784 -0.012 -0.715 0.493
C 6.02464 0.19297 4.34925 0.945 0.913 0.185
Cl 4.31425 0.42681 4.81573 0.937 0.007 -0.238
H 6.71372 1.02305 4.60227 -1.139 -0.074 0.339
H 6.16401 0.08098 3.29769 -0.735 -0.131 -0.782
Cl 1.38786 0.20428 -4.34405 0.112 -0.022 -1.055
C 1.04508 -0.10259 -2.67757 -0.307 0.718 0.758
Cl 2.17277 0.82394 -1.65297 -0.011 -0.075 0.212
H 0.03958 0.26692 -2.45878 0.293 -0.400 0.064
H 1.18945 -1.14588 -2.45706 -0.113 -0.227 0.047
```
Forces are in eV/Å.

Results
HOMO-LUMO gap = 11.27 eV
ΔE to the lowest compared entry with this formula, charge and spin = 0.0 kcal/mol
Highest occupied orbital energy = -10.7 eV

These are the Mulliken partial charges, in e, on atoms 1 to 6: -0.673 -0.357 0.913 -0.613 -0.341 -0.618

Computed, not measured: a cluster of 2 separate species, C5H10ClFIN2O in total in a non-equilibrium geometry, with ωB97M-V with the def2-TZVPD basis set.

Geometry as XYZ:
```
21
Properties=species:S:1:pos:R:3:forces:R:3
C -0.04951 2.72378 1.61630 -0.049 0.116 0.817
C 0.88313 -2.42263 0.11321 -1.429 2.030 0.830
C 1.60011 -1.22475 -0.60272 0.708 -2.579 1.115
C 0.84628 0.50358 0.91785 0.454 1.330 0.998
C -2.88306 0.93738 -1.02964 0.520 1.392 0.069
N 0.35658 1.83657 0.91284 -0.873 -0.031 -0.615
N 0.85799 0.04781 -0.52836 -0.352 -2.385 1.262
O -0.41072 3.62117 2.25827 0.063 -0.353 -0.469
F -2.94862 2.25740 -0.68755 0.748 -0.452 -0.126
Cl -1.53434 0.67636 -2.26002 -1.183 0.177 0.705
I -2.77299 -0.18132 0.77907 0.074 -0.121 -0.405
H 0.66156 -2.25914 1.18837 0.469 0.433 -0.440
H -0.12941 -2.33151 -0.31928 0.206 -1.168 -0.048
H 1.31899 -3.41755 0.16857 0.209 0.194 -1.117
H 1.83212 -1.53945 -1.59670 -0.490 0.265 -1.043
H 2.55767 -1.03306 -0.20988 1.256 0.227 0.861
H 1.92650 0.72127 1.07570 -0.452 -1.354 0.571
H 0.31942 -0.20086 1.69043 1.127 1.170 -1.943
H -3.79914 0.78603 -1.53927 -0.667 -0.947 -0.551
H 1.44521 0.71237 -1.02197 -0.866 0.548 -0.581
H -0.07774 -0.21346 -0.92523 0.529 1.508 0.108
```
Forces are in eV/Å.

Results
HOMO-LUMO gap = 10.16 eV
Charge = +1
Highest occupied orbital energy = -13.9 eV

These are the Mulliken partial charges, in e, on atoms 1 to 6: 0.574 -0.967 -0.644 -0.657 -0.079 -0.238

Computed, not measured: the ion C5H10ClN2 with charge +1 in a non-equilibrium geometry, with ωB97M-V with the def2-TZVPD basis set.

Geometry as XYZ:
```
18
Properties=species:S:1:pos:R:3:forces:R:3
C 0.59444 1.58265 -1.14784 -1.501 3.079 -0.673
N 0.39548 0.27807 -0.61030 2.644 -1.683 -0.965
C 1.13390 -0.75194 -0.92452 -3.050 -1.223 2.342
C 0.58093 -1.98601 -0.19833 -0.920 0.680 -0.398
N -0.25582 -1.31167 0.81851 0.362 -0.018 -1.183
C -0.65948 -0.01446 0.35846 -0.793 -2.230 0.656
C -0.81935 0.88542 1.51457 0.608 1.296 1.104
Cl -2.32886 0.10142 -0.50574 0.879 -0.573 -0.370
H -0.32066 2.12466 -0.73543 0.853 -0.306 -1.537
H 0.70855 1.60418 -2.30506 -0.438 -0.090 2.226
H 1.37075 2.21565 -0.66313 0.130 -1.157 -0.288
H 1.90543 -0.84775 -1.63639 0.817 0.715 -0.791
H -0.03403 -2.54202 -0.98144 0.715 0.402 0.705
H 1.31725 -2.68250 0.24911 -0.275 0.578 -0.360
H -0.97995 -1.82732 1.30327 0.164 -0.102 -0.194
H -1.62196 1.59893 1.26544 1.097 0.534 0.457
H 0.22644 1.22737 1.80697 -1.534 0.227 -0.194
H -1.21305 0.34533 2.39187 0.242 -0.130 -0.536
```
Forces are in eV/Å.

Results
HOMO-LUMO gap = 8.99 eV
Charge = +1
ΔE to the lowest compared entry with this formula, charge and spin = 40.6 kcal/mol
Highest occupied orbital energy = -14.1 eV

These are the Mulliken partial charges, in e, on atoms 1 to 6: -0.800 0.247 -0.078 -0.506 -0.272 0.305

Computed, not measured: a structure of composition C5H10ClN2O8Rh, with ωB97M-V with the def2-TZVPD basis set.

Geometry as XYZ:
```
27
Properties=species:S:1:pos:R:3:forces:R:3
Rh 0.07021 -0.54737 0.16392 0.402 -0.476 0.715
N 2.28364 -0.13662 -0.51904 -0.370 -0.156 -0.082
C 3.23216 -1.23427 -0.18868 -0.091 0.118 -0.069
C 2.55295 -2.59761 -0.21997 -0.154 0.119 0.072
C 1.79562 -2.85485 1.07395 -0.219 0.088 0.263
O 2.06476 -3.79838 1.78351 -0.174 0.279 -0.186
O 0.88980 -1.93672 1.38715 0.033 -0.167 0.160
H 2.08201 -0.13885 -1.51414 0.129 0.027 -0.138
H 2.68371 0.76298 -0.29109 0.084 0.059 0.005
H 3.62741 -1.04029 0.80524 0.022 0.039 0.091
H 4.07005 -1.21991 -0.88421 0.055 0.032 -0.084
H 3.28587 -3.39085 -0.33117 0.070 -0.001 -0.054
H 1.85785 -2.64058 -1.06258 0.040 -0.069 -0.078
N 0.34635 3.07075 -0.35561 -0.090 -0.166 0.097
C -0.91517 3.40157 0.02078 0.174 0.345 -0.196
C -1.82281 1.99171 0.92502 -0.285 -0.699 0.203
O -2.96121 2.33685 0.97093 0.394 0.042 -0.017
O -1.04319 1.11103 1.25998 -0.065 0.634 -0.053
H 1.01612 2.89927 0.37636 0.085 0.082 0.047
H 0.43471 2.46799 -1.15966 0.004 -0.018 -0.084
H -1.59693 3.57742 -0.80174 -0.069 -0.123 0.038
H -0.97804 4.12932 0.82243 -0.038 -0.078 0.098
O -0.14696 -1.61147 -2.24514 -0.351 0.279 -0.274
Cl -1.15330 -0.56183 -2.19494 -0.040 -0.022 -0.351
O -1.93465 -0.48417 -3.37121 0.263 0.006 0.355
O -0.43690 0.71231 -1.92970 -0.204 -0.253 -0.228
O -1.98046 -0.79233 -1.00000 0.396 0.076 -0.251
```
Forces are in eV/Å.

Results
HOMO-LUMO gap (alpha / beta) = 9.30 / 7.04 eV
ΔE to the lowest compared entry with this formula, charge and spin = 9.2 kcal/mol
Spin multiplicity = 5
Highest occupied orbital energy (alpha / beta) = -9.5 / -9.6 eV
<S²> = 6.010

These are the Mulliken partial charges, in e, on atoms 1 to 6: 1.030 -0.325 -0.651 -0.362 0.573 -0.627

Computed, not measured: the molecule C5H10ClN2OP in a non-equilibrium geometry, with ωB97M-V with the def2-TZVPD basis set.

Geometry as XYZ:
```
20
Properties=species:S:1:pos:R:3:forces:R:3
C -0.23172 1.74756 -0.51502 -1.729 -0.431 2.728
N -0.78776 0.42377 -0.00967 2.963 0.280 -0.643
C -1.49671 0.54838 1.27146 -1.215 -1.181 -2.075
C 0.43677 -0.62407 0.02077 -3.185 0.296 0.238
C -0.27327 -1.89612 0.29474 -1.160 -0.062 0.685
N -1.00257 -2.73245 0.58494 0.137 -0.335 -0.182
C 1.41179 -0.43790 1.11346 0.436 2.969 2.064
Cl 2.26054 -1.87764 1.52194 0.854 -1.080 0.259
O 1.01400 -0.77349 -1.18000 0.393 1.242 -2.214
P 0.10077 -0.30218 -2.57821 2.716 1.025 -0.123
H 0.49397 1.46822 -1.17945 1.417 0.175 -2.148
H -0.98442 2.49673 -0.85962 0.401 -1.121 -0.076
H 0.32995 2.21487 0.27126 0.214 0.578 0.831
H -2.01923 -0.45658 1.32682 0.358 1.347 0.760
H -0.86720 0.76616 2.14522 -0.426 0.267 -0.140
H -2.24235 1.32616 0.96927 0.390 -0.499 1.214
H 0.78149 -0.13712 1.99268 0.844 -0.410 -0.548
H 2.18492 0.38805 1.00357 -1.173 -0.948 -0.438
H -0.40567 -1.48821 -2.82879 -1.266 -2.547 -0.468
H 1.29669 -0.65415 -3.36538 -0.969 0.432 0.276
```
Forces are in eV/Å.

Results
HOMO-LUMO gap = 10.16 eV
ΔE to the lowest compared entry with this formula, charge and spin = 69.0 kcal/mol
Highest occupied orbital energy = -9.5 eV

These are the Mulliken partial charges, in e, on atoms 1 to 6: -1.077 -0.246 -1.034 1.048 0.045 -0.520